Here is a structure of composition C53H46BClKN12O3S at a distorted geometry from OMol25. Energies are from ωB97M-V/def2-TZVPD.

Highest occupied orbital energy (alpha / beta): -6.6 / -7.1 eV
HOMO-LUMO gap (alpha / beta): 0.17744 / 0.19672 Ha
⟨S²⟩: 0.7882
Relative energy (zero: lowest compared OMol25 entry of this formula, charge and spin): 212.22 kJ/mol
2S+1: 2

Geometry (Å):
K 0.03 0.72 0.56
C -3.18 0.63 4.26
C -3.51 1.89 4.63
C -2.91 2.97 3.97
C -1.89 2.71 3.02
N -1.54 1.52 2.65
C -2.24 0.38 3.14
C -1.22 3.86 2.34
C -1.42 5.18 2.74
C -0.82 6.20 2.02
C -0.01 5.89 0.94
C 0.16 4.54 0.62
N -0.45 3.57 1.30
C 1.07 4.11 -0.47
C 1.44 4.95 -1.51
C 2.38 4.50 -2.43
C 2.89 3.22 -2.30
C 2.42 2.44 -1.25
N 1.56 2.88 -0.35
H -3.62 -0.23 4.76
H -4.24 2.07 5.41
H -3.22 3.97 4.21
H -2.79 -0.03 2.27
H -2.03 5.43 3.59
H -0.98 7.23 2.31
H 0.49 6.67 0.39
H 1.01 5.94 -1.61
H 2.72 5.16 -3.23
H 3.63 2.84 -2.99
H 2.78 1.42 -1.11
C -2.09 -1.96 4.05
C -1.28 -0.87 3.41
N -0.95 -1.44 2.10
N -2.06 -2.28 1.82
C -2.63 -2.65 3.02
B -2.70 -2.51 0.44
N -3.26 -1.17 -0.11
C -4.27 -0.95 -0.98
C -4.35 0.40 -1.21
C -3.32 0.95 -0.43
N -2.67 0.00 0.22
N -1.73 -3.11 -0.62
C -2.10 -3.50 -1.86
C -1.01 -4.04 -2.48
C 0.02 -3.94 -1.54
N -0.44 -3.38 -0.42
N -3.82 -3.54 0.61
C -3.61 -4.87 0.79
C -4.82 -5.47 1.00
C -5.74 -4.41 0.94
N -5.13 -3.26 0.71
H -2.28 -2.09 5.10
H -0.39 -0.52 3.94
H -3.39 -3.41 3.06
H -4.88 -1.76 -1.34
H -5.05 0.93 -1.84
H -3.04 1.98 -0.29
H -3.12 -3.37 -2.20
H -0.95 -4.45 -3.48
H 1.05 -4.22 -1.61
H -2.61 -5.27 0.75
H -5.02 -6.51 1.16
H -6.82 -4.44 1.05
Cl 2.10 -1.11 -0.54
C 5.37 2.83 1.83
O 6.01 1.66 2.33
C 6.00 0.59 1.45
C 6.87 0.49 0.40
C 6.91 -0.69 -0.34
C 6.04 -1.72 -0.07
C 5.06 -1.58 0.92
C 5.12 -0.47 1.76
N 4.53 -0.37 3.02
C 3.71 -1.12 3.70
C 2.60 -1.94 3.28
C 2.39 -3.13 3.92
C 1.23 -3.91 3.74
C 0.23 -3.48 2.94
C 0.32 -2.23 2.16
C 1.47 -1.32 2.48
O 1.43 -0.12 2.22
H 5.83 3.17 0.90
H 5.50 3.59 2.60
H 4.31 2.66 1.66
H 7.56 1.30 0.19
H 7.65 -0.80 -1.13
H 6.05 -2.62 -0.66
H 4.44 -2.42 1.20
H 4.97 0.40 3.52
H 3.88 -1.04 4.77
H 3.17 -3.50 4.57
H 1.15 -4.86 4.24
H -0.65 -4.09 2.78
H 0.42 -2.58 1.09
O -0.21 0.70 -1.68
S -1.29 0.36 -2.63
C -0.60 -0.84 -3.80
C 0.72 -1.24 -3.68
C 1.22 -2.16 -4.59
C 0.41 -2.67 -5.60
C -0.92 -2.27 -5.69
C -1.43 -1.36 -4.78
C -1.20 1.66 -3.90
C 0.03 2.23 -4.17
C 0.13 3.21 -5.14
C -1.01 3.62 -5.83
C -2.24 3.06 -5.54
C -2.34 2.07 -4.56
H 1.33 -0.86 -2.87
H 2.25 -2.48 -4.51
H 0.81 -3.39 -6.30
H -1.56 -2.68 -6.46
H -2.46 -1.04 -4.84
H 0.90 1.89 -3.62
H 1.09 3.66 -5.37
H -0.94 4.39 -6.59
H -3.13 3.38 -6.06
H -3.30 1.63 -4.31

Here is a structure of composition C53H46KN5O8 at a distorted geometry from OMol25. Energies are from ωB97M-V/def2-TZVPD.

Highest occupied orbital energy: -2.8 eV
HOMO-LUMO gap: 0.24673 Ha
Relative energy (zero: lowest compared OMol25 entry of this formula, charge and spin): 76.24 kJ/mol
Total charge: -2

Geometry (Å):
K 0.29 0.17 0.62
O -0.53 3.91 4.49
C -0.27 2.60 4.21
O -1.17 1.80 4.14
C 1.19 2.33 4.02
C 2.12 3.34 4.19
C 3.46 3.03 4.03
C 3.81 1.73 3.73
C 2.80 0.77 3.56
N 1.51 1.07 3.69
C 3.22 -0.67 3.18
O 4.32 -1.01 3.65
O 2.43 -1.29 2.44
H -1.49 3.95 4.57
H 1.79 4.35 4.42
H 4.21 3.80 4.13
H 4.83 1.41 3.62
O -0.49 -1.52 -0.68
C 0.34 -2.39 -1.30
C 1.84 -2.30 -0.73
C 2.71 -1.16 -1.17
C 3.67 -1.34 -2.16
C 4.54 -0.30 -2.45
C 4.38 0.91 -1.80
C 3.32 1.06 -0.91
C 2.97 2.41 -0.33
C 1.55 3.02 -0.74
O 0.54 2.20 -0.37
C 1.55 4.37 0.03
C 2.34 5.46 -0.36
C 2.33 6.64 0.36
C 1.52 6.77 1.49
C 0.73 5.69 1.88
C 0.75 4.51 1.16
C 1.39 3.37 -2.24
C 0.29 4.18 -2.56
C -0.02 4.50 -3.87
C 0.76 4.02 -4.92
C 1.84 3.20 -4.62
C 2.14 2.88 -3.30
N 2.55 0.02 -0.57
C -0.06 -3.86 -0.96
C -1.12 -4.05 -0.09
C -1.51 -5.32 0.31
C -0.84 -6.44 -0.18
C 0.22 -6.27 -1.05
C 0.61 -4.99 -1.43
C 0.30 -2.14 -2.83
C -0.11 -3.08 -3.78
C -0.24 -2.74 -5.13
C 0.04 -1.45 -5.56
C 0.43 -0.50 -4.62
C 0.55 -0.84 -3.28
H 2.36 -3.23 -0.98
H 1.74 -2.26 0.36
H 3.75 -2.30 -2.67
H 5.34 -0.44 -3.17
H 5.03 1.75 -2.01
H 3.76 3.12 -0.55
H 2.88 2.31 0.76
H 2.96 5.37 -1.24
H 2.95 7.47 0.04
H 1.51 7.69 2.05
H 0.11 5.77 2.76
H 0.13 3.66 1.42
H -0.34 4.55 -1.76
H -0.88 5.12 -4.08
H 0.52 4.27 -5.95
H 2.45 2.80 -5.42
H 2.97 2.22 -3.11
H -1.62 -3.16 0.27
H -2.34 -5.44 1.00
H -1.15 -7.44 0.13
H 0.76 -7.13 -1.43
H 1.46 -4.88 -2.11
H -0.36 -4.08 -3.48
H -0.58 -3.49 -5.84
H -0.07 -1.18 -6.60
H 0.60 0.53 -4.92
H 0.79 -0.06 -2.57
O -1.63 1.00 -1.66
H -1.31 0.10 -1.44
H -0.90 1.58 -1.34
C -3.16 -3.01 -2.08
C -3.87 -2.43 -0.89
C -4.26 -3.22 0.19
C -4.83 -2.67 1.32
C -5.01 -1.30 1.41
N -5.56 -0.69 2.56
C -5.46 -1.08 3.87
O -6.30 -0.75 4.71
N -4.42 -1.91 4.20
C -3.09 -1.96 3.69
C -2.38 -3.14 3.88
C -1.06 -3.20 3.49
C -0.48 -2.09 2.90
N -1.16 -0.97 2.68
C -2.43 -0.90 3.08
C -4.65 -0.50 0.34
C -4.10 -1.06 -0.80
H -3.13 -4.10 -2.04
H -2.13 -2.64 -2.11
H -3.64 -2.70 -3.02
H -4.08 -4.29 0.15
H -5.11 -3.30 2.16
H -6.20 0.08 2.43
H -4.53 -2.27 5.13
H -2.87 -3.99 4.34
H -0.48 -4.10 3.63
H 0.58 -2.07 2.64
H -2.94 0.05 2.92
H -4.74 0.58 0.41
H -3.76 -0.41 -1.60

Here is a cluster of 3 separate species, C53H49N2O6S2 in total at a distorted geometry from OMol25. Energies are from ωB97M-V/def2-TZVPD.

Highest occupied orbital energy (alpha / beta): -6.3 / -8.7 eV
HOMO-LUMO gap (alpha / beta): 0.19629 / 0.22829 Ha
⟨S²⟩: 1.7620
2S+1: 2

Geometry (Å):
C 4.89 0.66 -5.01
C 3.65 0.70 -5.98
C 3.22 2.19 -6.00
C 2.57 -0.17 -5.32
C 1.36 -0.53 -6.23
O 0.51 0.61 -6.48
C 0.44 -1.67 -5.66
C 0.70 -2.10 -4.20
C 0.21 -1.06 -3.17
S 0.62 -1.49 -1.46
C 2.29 -0.84 -1.12
S 2.38 0.77 -0.82
N 3.38 -1.71 -1.17
C 3.14 -2.99 -0.55
C 3.76 -4.09 -1.12
C 3.58 -5.36 -0.64
C 2.74 -5.54 0.45
C 2.12 -4.47 1.06
C 2.34 -3.21 0.54
C 4.64 -1.12 -0.77
C 4.97 -0.76 0.52
C 6.20 -0.18 0.76
C 7.11 0.06 -0.25
C 6.80 -0.34 -1.54
C 5.57 -0.92 -1.77
C 1.94 -1.05 -7.57
C 3.02 -0.16 -8.21
C 3.66 -1.00 -9.36
C 2.41 1.08 -8.93
N 4.13 0.19 -7.28
O 4.92 -0.83 -7.15
H 5.00 -0.38 -4.70
H 5.80 0.98 -5.52
H 4.67 1.24 -4.11
H 2.20 2.34 -6.38
H 3.20 2.51 -4.95
H 3.96 2.82 -6.50
H 3.05 -1.13 -5.05
H 2.29 0.30 -4.37
H -0.04 0.68 -5.69
H 0.58 -2.56 -6.29
H -0.61 -1.38 -5.74
H 0.08 -2.99 -4.02
H 1.73 -2.43 -4.00
H 0.49 -0.03 -3.43
H -0.89 -1.10 -3.21
H 4.41 -3.94 -1.98
H 4.07 -6.19 -1.14
H 2.55 -6.55 0.83
H 1.46 -4.62 1.91
H 1.82 -2.38 1.02
H 4.27 -0.91 1.34
H 6.48 0.15 1.76
H 8.07 0.55 -0.08
H 7.46 -0.19 -2.39
H 5.32 -1.24 -2.78
H 2.41 -2.01 -7.31
H 1.15 -1.28 -8.29
H 4.61 -0.59 -9.69
H 3.74 -2.06 -9.09
H 2.97 -0.96 -10.21
H 1.80 1.70 -8.28
H 3.26 1.63 -9.37
H 1.79 0.69 -9.75
C -0.38 0.93 3.13
C 0.00 -0.01 2.18
C -0.59 -1.27 2.17
C -1.55 -1.59 3.11
C -1.92 -0.65 4.08
C -1.34 0.61 4.07
C -2.92 -1.00 5.12
O -3.25 -0.18 5.96
C -3.51 -2.37 5.13
C -4.40 -2.72 6.13
C -4.96 -3.99 6.14
C -4.64 -4.90 5.14
C -3.75 -4.55 4.14
C -3.17 -3.29 4.14
C -2.18 -2.94 3.08
O -1.90 -3.74 2.21
H 0.07 1.91 3.13
H 0.76 0.22 1.44
H -0.28 -1.99 1.43
H -1.64 1.34 4.81
H -4.65 -2.01 6.91
H -5.65 -4.26 6.93
H -5.09 -5.89 5.15
H -3.49 -5.27 3.37
C -6.40 1.55 4.42
C -7.70 1.93 4.73
C -7.93 3.09 5.45
C -6.86 3.88 5.86
C -5.55 3.48 5.57
C -5.33 2.32 4.83
C -4.39 4.28 6.04
O -3.25 3.93 5.78
C -4.65 5.50 6.85
C -3.58 6.22 7.35
C -3.80 7.37 8.10
C -5.10 7.80 8.34
C -6.18 7.08 7.85
C -5.95 5.92 7.11
C -7.12 5.13 6.62
O -8.25 5.51 6.83
H -6.22 0.64 3.85
H -8.54 1.32 4.41
H -8.94 3.39 5.69
H -4.32 2.02 4.59
H -2.56 5.89 7.17
H -2.96 7.93 8.49
H -5.28 8.70 8.92
H -7.19 7.41 8.04

Here is a structure of composition C53H49P3PtTe at a distorted geometry from OMol25. Energies are from ωB97M-V/def2-TZVPD.

Highest occupied orbital energy: -12.4 eV
HOMO-LUMO gap: 0.18920 Ha
Relative energy (zero: lowest compared OMol25 entry of this formula, charge and spin): 273.72 kJ/mol
Total charge: +2

Geometry (Å):
Pt 1.52 1.00 -0.19
C 0.05 -1.45 -2.61
C -0.63 -0.09 -2.44
P 0.43 1.35 -2.14
C -0.64 2.80 -2.19
C -0.03 4.05 -2.29
C -0.80 5.20 -2.35
C -2.18 5.11 -2.32
C -2.80 3.87 -2.22
C -2.03 2.72 -2.14
C 1.54 1.59 -3.54
C 2.89 1.87 -3.37
C 3.70 2.08 -4.48
C 3.15 2.00 -5.76
C 1.80 1.75 -5.92
C 0.98 1.56 -4.82
C 0.89 -1.87 -1.39
P 2.54 -1.07 -1.43
C 3.56 -2.51 -1.88
C 3.35 -3.07 -3.14
C 3.98 -4.25 -3.48
C 4.83 -4.87 -2.58
C 5.06 -4.30 -1.34
C 4.44 -3.11 -0.98
C 3.06 -0.70 0.27
C 4.31 -0.04 0.39
C 4.82 0.27 1.63
C 4.09 -0.01 2.79
C 2.85 -0.60 2.68
C 2.32 -0.94 1.43
H 0.64 -1.45 -3.53
H -0.74 -2.19 -2.74
H -1.31 -0.14 -1.58
H -1.22 0.17 -3.33
H 1.05 4.13 -2.33
H -0.32 6.17 -2.43
H -2.78 6.01 -2.39
H -3.88 3.80 -2.20
H -2.53 1.76 -2.05
H 3.32 1.93 -2.38
H 4.75 2.30 -4.36
H 3.78 2.15 -6.62
H 1.37 1.71 -6.92
H -0.08 1.39 -4.96
H 1.01 -2.95 -1.36
H 0.37 -1.55 -0.48
H 2.70 -2.58 -3.86
H 3.80 -4.69 -4.46
H 5.33 -5.80 -2.84
H 5.73 -4.78 -0.63
H 4.63 -2.67 -0.01
H 4.90 0.16 -0.50
H 5.80 0.74 1.71
H 4.50 0.23 3.76
H 2.27 -0.82 3.57
H 1.38 -1.48 1.39
C 1.66 2.82 3.15
Te 1.03 3.16 1.14
C -0.91 2.92 1.98
C -0.74 3.48 3.37
C -1.80 4.02 4.08
C -1.60 4.49 5.37
C -0.34 4.45 5.94
C 0.73 3.93 5.23
C 0.53 3.43 3.95
H 2.62 3.31 3.32
H 1.78 1.75 3.32
H -1.14 1.86 1.99
H -1.64 3.45 1.38
H -2.79 4.07 3.63
H -2.43 4.91 5.92
H -0.18 4.84 6.94
H 1.72 3.91 5.67
C -2.76 -5.07 -1.91
C -3.30 -3.81 -2.17
C -3.06 -2.76 -1.30
C -2.28 -2.94 -0.15
C -1.75 -4.20 0.10
C -2.00 -5.26 -0.77
P -1.82 -1.48 0.85
C -3.35 -0.49 0.78
C -3.25 0.87 0.51
C -4.38 1.67 0.45
C -5.63 1.11 0.65
C -5.75 -0.25 0.91
C -4.62 -1.05 0.97
C -1.71 -2.05 2.58
C -2.64 -1.73 3.56
C -2.47 -2.17 4.87
C -1.36 -2.92 5.22
C -0.41 -3.23 4.25
C -0.58 -2.78 2.95
H -2.95 -5.89 -2.59
H -3.92 -3.66 -3.04
H -3.49 -1.79 -1.52
H -1.17 -4.38 0.99
H -1.59 -6.24 -0.55
H -2.27 1.29 0.32
H -4.29 2.73 0.24
H -6.52 1.73 0.60
H -6.73 -0.69 1.06
H -4.72 -2.11 1.16
H -3.52 -1.14 3.32
H -3.21 -1.92 5.62
H -1.23 -3.27 6.24
H 0.46 -3.82 4.51
H 0.18 -3.02 2.21